Entry 1:
# C15H13N3O6S2

C15H13N3O6S2 as an isolated structure (ωB97M-V/def2-TZVPD, OMol25).

As for the charge: 0. For the max |F|, the calculation gives 1.37 eV/A. The value obtained for the HOMO energy is -8.183 eV. The calculation puts the total energy at -54191.0541 eV.

Each line ends with the Löwdin charge.
Positions of all 39 atoms, in Å:
C -0.4632 3.4318 -0.9987  -0.056
H -0.5510 4.1526 -1.8099  0.098
H -0.1934 3.9514 -0.0752  0.104
H -1.4196 2.9191 -0.8579  0.091
O 0.5474 2.5349 -1.4018  -0.041
C 0.8796 1.5241 -0.5735  -0.174
C 0.2895 1.2846 0.6522  0.042
C 0.6730 0.2020 1.4471  -0.248
C 1.6940 -0.6485 0.9971  -0.101
C 2.3009 -0.3940 -0.2449  0.057
C 1.9106 0.6607 -1.0351  -0.189
O 2.4311 0.9700 -2.2539  -0.063
C 3.4700 0.1639 -2.7543  -0.078
H 3.7346 0.5948 -3.7183  0.095
H 3.1437 -0.8715 -2.8968  0.098
H 4.3449 0.1813 -2.0966  0.099
H 3.0847 -1.0621 -0.5597  0.113
C 2.0885 -1.8176 1.7759  -0.494
O 1.7277 -2.0737 2.9072  0.087
O 2.9116 -2.6593 1.1185  0.095
H 3.1340 -3.3984 1.7061  0.135
N -0.0044 -0.0213 2.6262  -0.020
S -1.6564 0.2450 2.6666  0.680
O -2.1916 -0.6033 3.6817  -0.262
O -1.9224 1.6514 2.7521  -0.284
C -2.2100 -0.2871 1.0394  -0.212
C -3.1208 0.4596 0.3474  -0.042
C -3.5518 0.0862 -0.9420  -0.050
C -3.0667 -1.0340 -1.5612  0.004
C -2.1278 -1.8208 -0.8740  -0.337
N -1.5233 -2.9344 -1.2931  -0.227
S -0.5344 -3.4494 -0.1426  1.066
N -0.8039 -2.3046 0.9458  -0.204
C -1.6991 -1.4496 0.4524  -0.325
H -3.3789 -1.3240 -2.5513  0.118
H -4.2752 0.7080 -1.4467  0.110
H -3.4977 1.3574 0.8124  0.119
H 0.3042 -0.8573 3.1206  0.098
H -0.4782 1.9322 1.0388  0.094

Forces on atoms 1 to 2 (eV/Å):
-0.1931 0.1713 0.0824
-0.0380 -0.0370 0.0951

Entry 2:
# C15H13N7O2S

The molecule C15H13N7O2S (ωB97M-V/def2-TZVPD, OMol25).

As for the charge: 0. The energy above the lowest of the compared OMol25 structures with the same formula, charge and spin comes out at 159.5 kJ/mol. For the max |F|, the calculation gives 5.31 eV/A. The value obtained for the HOMO energy is -7.458 eV. The calculation puts the total energy at -41120.9867 eV.

Each line ends with the Löwdin charge.
Positions of all 38 atoms, in Å:
O 2.3880 -1.6155 -0.4088  -0.006
N 2.0854 -2.7662 0.0021  -0.345
C 0.7138 -3.0617 0.3192  -0.176
C -0.1524 -2.0843 -0.2581  -0.175
N -1.5239 -2.5554 -0.2948  -0.032
N -2.5347 -1.7977 -0.8005  0.029
N -3.5396 -2.6076 -0.9892  -0.052
N -3.2357 -3.9004 -0.6417  0.054
C -1.9310 -3.8508 -0.1980  -0.295
C -0.9654 -4.8054 0.2029  -0.047
C 0.3598 -4.4438 0.4033  0.001
O 2.9077 -3.7185 0.0398  -0.004
H 0.2016 -1.5435 -1.2419  0.127
H -1.3504 -5.8403 0.2337  0.110
H 1.1632 -5.2203 0.3953  0.133
C 0.7273 5.1359 -0.8855  -0.061
C 0.6115 4.0751 0.0053  -0.008
C 0.3186 2.8428 -0.5529  -0.249
C 0.1669 2.5731 -1.8932  -0.393
C 0.2848 3.6345 -2.7864  -0.053
C 0.5707 4.9068 -2.2638  -0.069
S -0.0700 0.8056 -2.0938  1.160
C -0.0275 0.5181 -0.3944  -0.482
N -0.2085 -0.5832 0.3224  0.004
C 0.0239 -0.7391 1.7654  -0.158
C -0.3525 0.5540 2.3980  -0.142
C 0.3568 1.7455 1.6926  -0.102
N 0.1905 1.6973 0.2370  -0.030
H 0.9516 6.1246 -0.4627  0.116
H 0.7407 4.1666 1.0811  0.108
H 0.1950 3.4801 -3.8435  0.109
H 0.7148 5.7618 -2.9187  0.107
H -0.6096 -1.5452 2.1190  0.135
H 1.0566 -1.0273 1.9972  0.137
H -1.4443 0.6868 2.2513  0.136
H -0.0744 0.5581 3.4790  0.135
H -0.1552 2.6808 1.9994  0.123
H 1.4460 1.7587 1.9838  0.157

Forces on atoms 1 to 2 (eV/Å):
-0.4398 -1.1593 0.8330
0.5239 -1.3349 -0.6473

| no. | LUMO level (eV) | orbital gap (eV) |
| --- | --- | --- |
| 1 | -1.207 | 6.9762 |
| 2 | -0.100 | 7.3579 |